[1]
Density functional theory data (wB97M-V/def2-TZVPD) for a molecular structure, C4H7NO.

The geometry in XYZ format:
```
13
Properties=species:S:1:pos:R:3:lowdin_charge:R:1
C -0.90 -1.24 0.55 -0.022
C 0.28 -0.33 0.56 -0.329
C 0.43 1.14 0.25 -0.019
C 1.87 0.75 0.64 -0.447
O 2.92 1.31 0.74 0.121
N 1.50 -0.63 0.88 0.195
H -0.61 -2.25 0.85 0.085
H -1.68 -0.86 1.22 0.091
H -1.33 -1.28 -0.46 0.061
H -1.43 -0.20 -2.93 0.038
H 0.29 1.44 -0.79 0.096
H -0.07 1.85 0.92 0.115
H -1.28 0.31 -2.42 0.013
```

Highest occupied orbital energy   -9.9 eV
ΔE to the lowest compared entry with this formula, charge and spin   57.7 kcal/mol
Lowest unoccupied orbital energy   0.70 eV
Gap between HOMO and LUMO   10.56 eV
Max |F|   0.01489 hartree/bohr

[2]
Density functional theory data (wB97M-V/def2-TZVPD) for C4H7NO in the gas phase.

The geometry in XYZ format:
```
13
Properties=species:S:1:pos:R:3:lowdin_charge:R:1
C -1.21 1.56 0.28 -0.009
C -0.52 0.41 -0.41 -0.415
O -0.94 -0.07 -1.45 0.069
C 0.72 -0.14 0.22 -0.257
C 0.79 -1.64 0.28 -0.131
N 1.65 -0.90 -0.62 0.034
H -0.83 2.50 -0.14 0.094
H -1.03 1.56 1.35 0.081
H -2.29 1.51 0.07 0.087
H 1.18 0.44 1.01 0.136
H -0.05 -2.18 -0.14 0.113
H 1.29 -2.11 1.12 0.102
H 1.25 -0.94 -1.56 0.096
```

Highest occupied orbital energy   -9.9 eV
ΔE to the lowest compared entry with this formula, charge and spin   37.8 kcal/mol
Lowest unoccupied orbital energy   1.02 eV
Gap between HOMO and LUMO   10.92 eV
Max |F|   0.00860 hartree/bohr
SMILES string   CC(=O)[C@H]1CN1

> What is the max |F| in the first record?

0.01489 hartree/bohr

> What is the gap between HOMO and LUMO in the second record?

10.92 eV

Please write out number 2 again, unchanged.
Density functional theory data (wB97M-V/def2-TZVPD) for C4H7NO in the gas phase.

The geometry in XYZ format:
```
13
Properties=species:S:1:pos:R:3:lowdin_charge:R:1
C -1.21 1.56 0.28 -0.009
C -0.52 0.41 -0.41 -0.415
O -0.94 -0.07 -1.45 0.069
C 0.72 -0.14 0.22 -0.257
C 0.79 -1.64 0.28 -0.131
N 1.65 -0.90 -0.62 0.034
H -0.83 2.50 -0.14 0.094
H -1.03 1.56 1.35 0.081
H -2.29 1.51 0.07 0.087
H 1.18 0.44 1.01 0.136
H -0.05 -2.18 -0.14 0.113
H 1.29 -2.11 1.12 0.102
H 1.25 -0.94 -1.56 0.096
```

Highest occupied orbital energy   -9.9 eV
ΔE to the lowest compared entry with this formula, charge and spin   37.8 kcal/mol
Lowest unoccupied orbital energy   1.02 eV
Gap between HOMO and LUMO   10.92 eV
Max |F|   0.00860 hartree/bohr
SMILES string   CC(=O)[C@H]1CN1